Entry 1:
{
  "formula": "C3H7NO2",
  "method": "the ωB97M-V functional and the def2-TZVPD basis",
  "e_lumo_ev": 0.68,
  "smiles": "CCC(=O)NO",
  "charge": 0,
  "multiplicity": 1,
  "de_lowest_ev": 2.306,
  "homo_energy_ev": -9.930,
  "total_energy_ev": -8808.22320,
  "elements": ["O", "O", "N", "C", "C", "C", "H", "H", "H", "H", "H", "H", "H"],
  "positions_angstrom": [[0.37, 1.91, -0.22], [1.11, -1.49, -0.05], [1.31, -0.09, -0.02], [-1.07, 0.12, 0.62], [0.22, 0.74, 0.12], [-1.81, -0.66, -0.43], [-2.01, -0.09, -1.36], [1.93, 0.17, -0.75], [1.65, -1.79, 0.72], [-2.81, -0.95, 0.00], [-0.87, -0.53, 1.47], [-1.25, -1.59, -0.74], [-1.64, 0.98, 1.01]],
  "lowdin_charge": [0.056, -0.042, 0.018, -0.187, -0.478, -0.111, 0.089, 0.135, 0.116, 0.088, 0.108, 0.080, 0.126]
}


Entry 2:
{
  "formula": "C8H5NOS",
  "method": "the ωB97M-V functional and the def2-TZVPD basis",
  "e_lumo_ev": -0.64,
  "smiles": "O=Cc1cc2ccncc2s1",
  "charge": 0,
  "multiplicity": 1,
  "de_lowest_ev": 1.611,
  "homo_energy_ev": -9.145,
  "total_energy_ev": -22746.68932,
  "elements": ["S", "O", "N", "C", "C", "C", "C", "C", "C", "C", "C", "H", "H", "H", "H", "H"],
  "positions_angstrom": [[-0.72, 1.49, 0.23], [-3.66, -1.03, -0.18], [3.08, 0.35, 0.22], [-3.00, 0.03, -0.21], [0.80, 0.58, 0.15], [-1.60, 0.06, -0.15], [0.57, -0.69, -0.17], [2.99, -0.95, 0.03], [-0.88, -0.99, -0.31], [2.07, 1.11, 0.33], [1.73, -1.53, -0.25], [3.89, -1.76, 0.03], [1.82, -2.82, -0.37], [2.14, 1.97, 0.64], [-1.25, -2.16, -0.46], [-3.49, 1.02, -0.19]],
  "lowdin_charge": [1.101, 0.037, 0.064, -0.265, -0.424, -0.585, -0.255, -0.173, -0.040, -0.133, -0.012, 0.146, 0.180, 0.033, 0.206, 0.121]
}


Entry 3:
{
  "formula": "C4H6N2",
  "method": "the ωB97M-V functional and the def2-TZVPD basis",
  "e_lumo_ev": 0.93,
  "smiles": "C1=NN=CCC1",
  "charge": 0,
  "multiplicity": 1,
  "de_lowest_ev": 2.328,
  "homo_energy_ev": -9.853,
  "total_energy_ev": -7223.26342,
  "elements": ["N", "N", "C", "C", "C", "C", "H", "H", "H", "H", "H", "H"],
  "positions_angstrom": [[-1.18, 1.01, 0.96], [0.16, 1.01, 1.50], [1.09, 0.59, 0.73], [-0.35, -0.86, -0.34], [-1.41, 0.03, 0.24], [0.82, 0.07, -0.68], [-0.19, -1.65, 0.44], [2.08, 0.67, 1.15], [0.48, 0.92, -1.30], [-2.47, -0.08, -0.16], [1.72, -0.35, -1.25], [-0.75, -1.38, -1.28]],
  "lowdin_charge": [0.026, 0.024, -0.177, -0.206, -0.229, -0.167, 0.129, 0.099, 0.115, 0.127, 0.128, 0.131]
}


Entry 4:
{
  "formula": "C25H19AsAuIO3S4Si",
  "method": "the ωB97M-V functional and the def2-TZVPD basis",
  "e_lumo_ev": [3.60, 2.64],
  "charge": -2,
  "multiplicity": 3,
  "de_lowest_ev": 0.000,
  "homo_energy_ev": [-1.992, -3.046],
  "total_energy_ev": -156231.34600,
  "elements": ["Au", "I", "As", "S", "S", "S", "S", "Si", "O", "O", "O", "C", "C", "C", "C", "C", "C", "C", "C", "C", "C", "C", "C", "C", "C", "C", "C", "C", "C", "C", "C", "C", "C", "C", "C", "C", "H", "H", "H", "H", "H", "H", "H", "H", "H", "H", "H", "H", "H", "H", "H", "H", "H", "H", "H"],
  "positions_angstrom": [[-2.13, -0.12, 2.33], [-2.93, 4.13, -3.33], [-1.66, 2.14, 4.35], [-0.72, 0.19, 4.31], [-0.41, 3.70, 3.59], [-3.42, 1.79, 3.13], [-2.02, 2.92, 6.29], [0.79, -0.99, 0.34], [-3.85, -1.16, 1.36], [-0.60, -1.08, 1.08], [-5.54, -1.45, -0.08], [3.40, -2.22, 1.01], [-5.06, 1.39, -0.72], [4.57, -1.74, 3.06], [3.52, -0.91, 3.45], [1.20, -4.00, -2.62], [-2.86, 0.46, -1.01], [2.52, 2.28, -1.65], [0.05, -1.50, -2.35], [1.30, -3.31, -1.42], [-4.72, 2.47, -1.52], [1.04, 3.17, 0.02], [0.74, -2.04, -1.25], [2.17, 0.99, -1.27], [-0.06, -2.18, -3.55], [4.51, -2.39, 1.84], [2.32, -1.40, 1.39], [-2.52, 1.52, -1.85], [0.69, 1.88, 0.39], [1.95, 3.37, -1.00], [0.53, -3.43, -3.70], [-4.14, 0.38, -0.46], [-4.55, -0.84, 0.34], [-3.45, 2.51, -2.08], [2.42, -0.74, 2.62], [1.23, 0.76, -0.25], [5.33, -3.02, 1.52], [-5.43, 3.26, -1.71], [-6.05, 1.32, -0.29], [2.62, 0.14, -1.78], [-0.04, 1.73, 1.19], [0.59, 4.02, 0.54], [2.22, 4.38, -1.31], [1.62, -0.08, 2.94], [3.55, -0.39, 4.40], [-1.53, 1.57, -2.28], [-2.13, -0.31, -0.77], [1.65, -4.98, -2.72], [5.43, -1.88, 3.71], [-0.41, -0.51, -2.25], [3.24, 2.43, -2.45], [1.80, -3.79, -0.58], [0.46, -3.97, -4.64], [3.39, -2.72, 0.05], [-0.61, -1.74, -4.38]],
  "mulliken_spin": [0.399, 0.000, -0.067, 0.254, 0.578, 0.236, 0.473, 0.022, 0.074, 0.021, 0.000, 0.000, 0.002, 0.001, -0.002, -0.001, 0.001, 0.000, 0.001, 0.002, -0.001, -0.007, -0.002, 0.001, 0.000, 0.000, 0.003, -0.001, 0.037, 0.004, 0.001, 0.010, -0.003, -0.001, 0.002, 0.016, 0.000, 0.000, 0.000, 0.000, -0.027, -0.017, 0.000, -0.007, 0.001, 0.000, -0.007, 0.000, 0.000, 0.001, 0.000, 0.000, 0.000, 0.000, 0.000]
}